1.
The following is a DFT calculation (wB97M-V/def2-TZVPD) of a cluster of 4 separate species, CH10O4 in total.

Results
E, hartree: -345.02195
E_LUMO, hartree: 0.01505
SMILES: CO.O.O.O
Energy relative to the best compared isomer or geometry (same formula, charge and spin), eV: 0.908
E_HOMO, eV: -10.95
HOMO-LUMO gap, Ha: 0.41733

Each line ends with the Mulliken charge.
Positions of all 15 atoms, in Å:
C 0.41519 -1.15170 0.20601  -0.5261
O 1.01903 -0.28523 -0.79054  -0.5101
H 0.00547 -1.99311 -0.34082  0.2400
H -0.35473 -0.60244 0.72624  0.2378
H 1.22389 -1.46725 0.85409  0.2588
H 1.29151 0.51536 -0.33479  0.3000
O -3.79118 2.97099 0.76280  -0.6492
H -2.94732 2.71076 1.15319  0.3176
H -4.18270 2.12360 0.52194  0.3432
O 4.97902 -0.91169 -0.86356  -0.6355
H 4.15084 -1.39525 -0.83815  0.3195
H 5.58608 -1.30117 -0.23147  0.3179
O -2.75332 0.24009 -0.01268  -0.6531
H -2.46851 1.02029 -0.51384  0.3555
H -2.17326 -0.47327 -0.29843  0.2838

=====

2.
The following is a DFT calculation (wB97M-V/def2-TZVPD) of a structure of composition CH11B2NO2Tl.

Results
E, hartree: -471.20590
E_LUMO, hartree: -0.38659
Energy relative to the best compared isomer or geometry (same formula, charge and spin), eV: 0.000
E_HOMO, eV: -13.27
HOMO-LUMO gap, Ha: 0.10094
Net charge: +1

Each line ends with the Mulliken charge.
Positions of all 18 atoms, in Å:
Tl -0.80915 1.42929 1.14923  0.9791
B -2.29691 -3.19101 1.14437  -0.1135
H -1.78978 -2.73925 0.30593  -0.0738
H -3.28426 -2.75758 1.18351  0.1081
H -2.45422 -4.25367 1.04319  0.0519
H -1.80248 -2.94652 2.07174  0.0019
B -2.40791 -0.20212 5.23443  -0.1169
H -2.91799 -0.38373 6.16774  0.0525
H -1.56006 -0.85873 5.11496  0.0694
H -3.07405 -0.52271 4.44848  0.0716
H -2.09880 0.83017 5.17906  -0.0288
C 3.49341 2.24337 -5.38407  -0.6308
N 3.46348 2.19758 -3.92635  0.7646
O 4.55234 2.38240 -3.33256  -0.4775
O 2.39342 1.97705 -3.33261  -0.5034
H 2.58440 2.73576 -5.72954  0.2809
H 3.66297 1.20280 -5.66079  0.2734
H 4.34555 2.85683 -5.67669  0.2912

=====

3.
The following is a DFT calculation (wB97M-V/def2-TZVPD) of a cluster of 4 separate species, CH11N3O3 in total.

Results
E, hartree: -434.43868
E_LUMO, hartree: -0.16188
Energy relative to the best compared isomer or geometry (same formula, charge and spin), eV: 7.675
E_HOMO, eV: -9.27
HOMO-LUMO gap, Ha: 0.17893

Each line ends with the Mulliken charge.
Positions of all 18 atoms, in Å:
N 1.83806 1.29174 0.24308  -0.4603
C 1.61792 -0.07475 -0.25794  0.3093
N 1.18834 -0.93813 0.70917  -0.4140
N 0.50089 0.15702 -1.25952  -0.4028
H 1.09756 1.91799 -0.04020  0.2900
H 2.12988 1.43454 1.19713  0.2421
H 1.72657 -1.80890 0.64847  0.2654
H 2.53475 -0.39978 -0.75149  0.4260
H 0.26365 -0.71839 -1.73986  0.3742
H -1.52867 0.38470 1.18873  0.3775
H -0.36496 -0.40213 1.67638  0.3667
O -1.18321 -0.02859 1.99100  -0.6444
H -2.11880 -1.79574 -0.08014  0.3053
H -0.31873 0.10521 -0.62180  -0.2520
O -1.56383 -1.39604 -0.75116  -0.6685
H -2.50699 1.49556 -0.65643  0.2150
H -1.71424 -0.39830 -0.80043  0.5537
O -1.59820 1.17399 -0.69502  -0.8832

=====

4.
The following is a DFT calculation (wB97M-V/def2-TZVPD) of the ion CH11N7 with charge +2.

Results
E, hartree: -427.15416
E_LUMO, hartree: -0.28247
SMILES: [H]/N=N/[C@@H](N[NH3+])N(N)[NH3+]
Energy relative to the best compared isomer or geometry (same formula, charge and spin), eV: 0.950
E_HOMO, eV: -17.74
HOMO-LUMO gap, Ha: 0.36947
Net charge: +2

Each line ends with the Mulliken charge.
Positions of all 19 atoms, in Å:
H -0.92631 -3.29021 1.14007  0.2822
N -1.10310 -2.42467 0.71869  -0.7822
N -0.11020 -1.77866 0.42571  0.2119
C -0.17724 -0.48021 -0.18365  0.1340
N -1.55967 0.22783 0.13576  -0.4810
N -1.81259 1.44613 -0.59777  -0.2971
N 0.84423 0.33669 0.40821  0.1862
N 1.16195 1.34822 -0.30496  -0.6835
N 1.95378 -0.57980 0.71623  -0.2150
H 0.02875 -0.67145 -1.30108  0.4400
H -2.17971 -0.59420 -0.25939  0.3647
H -2.30316 2.18169 0.09245  0.4332
H -0.95290 1.93841 -0.91680  0.3639
H -2.52959 1.46800 -1.45096  0.4462
H 1.45502 2.11003 0.33208  0.2773
H 1.60523 1.20972 -1.17355  0.2233
H 1.68601 -1.33423 1.29128  0.3457
H 2.17756 -1.14043 -0.14184  0.3975
H 2.74197 0.02714 1.06954  0.3528

=====

5.
The following is a DFT calculation (wB97M-V/def2-TZVPD) of a cluster of 4 separate species, CH11NO3 in total.

Results
E, hartree: -325.17180
E_LUMO, hartree: 0.03325
SMILES: CN.O.O.O
Energy relative to the best compared isomer or geometry (same formula, charge and spin), eV: 0.223
E_HOMO, eV: -9.70
HOMO-LUMO gap, Ha: 0.38990

Each line ends with the Mulliken charge.
Positions of all 16 atoms, in Å:
C -0.22381 0.54849 -1.99130  -0.8167
N 0.85629 0.54789 -0.96706  -0.5428
H -0.54767 1.57571 -2.17360  0.3456
H 0.06699 0.08850 -2.92737  0.3328
H -1.07258 0.01584 -1.58386  0.2903
H 0.47195 1.05754 -0.17698  0.1866
H 1.60465 1.16532 -1.29108  0.2461
O -0.59176 -1.06160 2.17146  -0.7080
H -0.11405 -1.41777 1.38969  0.4261
H -1.35649 -1.64319 2.24149  0.3092
O -0.63441 1.66445 1.54908  -0.6574
H -0.68392 2.45589 2.08771  0.2931
H -0.88095 0.88433 2.07980  0.3570
O 0.70183 -2.10906 -0.04816  -0.7756
H 0.87918 -1.39306 -0.69456  0.4016
H 1.52475 -2.37928 0.33473  0.3121

=====

6.
The following is a DFT calculation (wB97M-V/def2-TZVPD) of a cluster of 4 separate species, CH11NO4 in total.

Results
E, hartree: -400.36396
E_LUMO, hartree: 0.01780
SMILES: NCO.O.O.O
Energy relative to the best compared isomer or geometry (same formula, charge and spin), eV: 1.567
E_HOMO, eV: -8.94
HOMO-LUMO gap, Ha: 0.34642

Each line ends with the Mulliken charge.
Positions of all 17 atoms, in Å:
N 1.41654 2.94922 0.05345  -0.5178
C 0.16721 2.50444 -0.37463  -0.0762
O 0.23345 1.48802 -1.40224  -0.4722
H 2.10094 2.24938 -0.29760  0.1456
H 1.61748 3.23834 1.00022  0.2159
H -0.40340 2.09016 0.44041  0.2119
H -0.39831 3.41861 -0.60524  0.2411
H 1.13377 1.08022 -1.35287  0.2509
O -1.35556 -2.52998 -0.76136  -0.6793
H -1.50576 -2.57756 -1.72192  0.3130
H -0.38793 -2.83784 -0.65685  0.3674
O -1.17547 -0.81066 1.26164  -0.7443
H -1.74554 -1.37448 0.58052  0.4059
H -1.81985 -0.69126 2.02271  0.3207
O 0.90909 -2.66495 0.97406  -0.7093
H 0.11532 -2.10941 1.20803  0.4272
H 1.48212 -2.01678 0.67938  0.2993